*P*
The following is a DFT calculation (ωB97M-V/def2-TZVPD) of one molecule with the formula C20H20N4O4S.

CARTESIAN COORDINATES (ANGSTROEM)
1 C 2.524 -2.422 -6.513
2 O 1.844 -1.382 -5.858
3 C 1.207 -1.801 -4.679
4 C 0.472 -0.594 -4.092
5 N -0.137 -0.907 -2.816
6 C 0.530 -0.753 -1.640
7 S 2.197 -0.191 -1.752
8 C 2.829 -0.524 -0.074
9 C 2.582 0.620 0.893
10 O 3.436 1.413 1.239
11 N 1.317 0.658 1.340
12 N 0.931 1.643 2.242
13 C -0.086 1.416 3.117
14 O -0.766 0.408 3.055
15 C -0.312 2.505 4.101
16 C 0.067 3.825 3.875
17 C -0.180 4.788 4.836
18 C -0.801 4.446 6.027
19 C -1.191 3.136 6.252
20 C -0.954 2.171 5.291
21 N 0.037 -0.992 -0.475
22 C -1.249 -1.467 -0.383
23 C -1.807 -1.701 0.878
24 C -3.090 -2.193 0.969
25 C -3.837 -2.465 -0.176
26 C -3.303 -2.227 -1.422
27 C -2.007 -1.721 -1.537
28 C -1.440 -1.440 -2.848
29 O -1.993 -1.621 -3.910
30 H 3.311 -2.844 -5.877
31 H 2.971 -1.985 -7.404
32 H 1.836 -3.225 -6.804
33 H 0.485 -2.605 -4.890
34 H 1.949 -2.180 -3.957
35 H 1.170 0.238 -3.979
36 H -0.328 -0.305 -4.778
37 H 2.360 -1.444 0.272
38 H 3.903 -0.653 -0.203
39 H 0.597 0.018 0.986
40 H 1.673 2.314 2.407
41 H 0.529 4.113 2.942
42 H 0.112 5.812 4.656
43 H -0.986 5.202 6.775
44 H -1.683 2.868 7.175
45 H -1.257 1.146 5.443
46 H -1.239 -1.465 1.764
47 H -3.522 -2.366 1.943
48 H -4.840 -2.854 -0.083
49 H -3.861 -2.415 -2.327

Output
SMILES: COCCn1c(SCC(=O)NNC(=O)c2ccccc2)nc2ccccc2c1=O
HOMO energy in eV: -8.7
Gap between HOMO and LUMO in Ha: 0.3356
LUMO level in eV: 0.46
Spin multiplicity: 1


*Q*
The following is a DFT calculation (ωB97M-V/def2-TZVPD) of one molecule with the formula C20H20N4O4S.

CARTESIAN COORDINATES (ANGSTROEM)
1 C 6.774 3.637 0.398
2 O 6.831 2.348 -0.168
3 C 5.747 1.541 -0.070
4 C 4.548 1.884 0.554
5 C 3.507 0.979 0.596
6 C 3.641 -0.281 0.018
7 C 2.546 -1.214 0.078
8 N 1.384 -1.032 0.627
9 N 0.673 -2.162 0.463
10 C 1.437 -2.986 -0.190
11 S 1.056 -4.581 -0.706
12 C -0.706 -4.616 -0.180
13 C -0.819 -4.844 1.316
14 C -1.362 -3.353 -0.734
15 O -1.213 -2.993 -1.886
16 N -2.192 -2.718 0.111
17 N -2.761 -1.511 -0.278
18 C -3.384 -0.754 0.660
19 O -3.546 -1.183 1.791
20 C -3.886 0.557 0.186
21 C -3.281 1.277 -0.840
22 C -3.799 2.499 -1.227
23 C -4.925 3.030 -0.608
24 C -5.477 4.359 -1.024
25 C -5.515 2.313 0.428
26 C -4.999 1.097 0.826
27 O 2.644 -2.461 -0.467
28 C 4.841 -0.626 -0.609
29 C 5.879 0.275 -0.651
30 H 5.991 4.245 -0.067
31 H 7.744 4.088 0.198
32 H 6.610 3.594 1.479
33 H 4.418 2.853 1.009
34 H 2.575 1.232 1.076
35 H -1.108 -5.469 -0.735
36 H -0.257 -5.733 1.591
37 H -0.412 -3.995 1.861
38 H -1.858 -4.999 1.600
39 H -2.218 -2.829 1.118
40 H -2.501 -1.221 -1.211
41 H -2.389 0.908 -1.323
42 H -3.320 3.052 -2.022
43 H -5.122 5.135 -0.345
44 H -5.158 4.616 -2.030
45 H -6.564 4.354 -0.986
46 H -6.385 2.717 0.926
47 H -5.449 0.540 1.634
48 H 4.948 -1.601 -1.058
49 H 6.813 0.028 -1.129

Output
SMILES: COc1ccc(-c2nnc(S[C@@H](C)C(=O)NNC(=O)c3ccc(C)cc3)o2)cc1
HOMO energy in eV: -8.1
Gap between HOMO and LUMO in Ha: 0.3211
LUMO level in eV: 0.63
Spin multiplicity: 1


Most stable: *P*


*P*
The following is a DFT calculation (ωB97M-V/def2-TZVPD) of a 2-piece molecular cluster, C3H9N5 overall.

CARTESIAN COORDINATES (ANGSTROEM)
1 H 0.760 -0.555 1.935
2 N 0.573 -1.189 1.156
3 C 1.283 -0.991 0.137
4 C 2.319 0.057 -0.079
5 H 1.094 -1.654 -0.709
6 H 2.023 0.666 -0.932
7 H 2.447 0.687 0.800
8 H 3.269 -0.411 -0.328
9 N -0.147 0.574 -2.362
10 C -0.880 0.401 -1.492
11 N -1.742 0.335 -0.495
12 N -1.677 1.375 0.478
13 N -2.103 -0.928 -0.030
14 H -0.719 1.583 0.761
15 H -2.108 2.217 0.110
16 H -2.999 -0.859 0.441
17 H -1.396 -1.310 0.610

Output
SMILES: [H]/N=C\C.N#CN(N)N
HOMO energy in eV: -9.4
Gap between HOMO and LUMO in Ha: 0.3776
LUMO level in eV: 0.85
Spin multiplicity: 1


*Q*
The following is a DFT calculation (ωB97M-V/def2-TZVPD) of one molecule with the formula C3H9N5.

CARTESIAN COORDINATES (ANGSTROEM)
1 N -1.153 -1.425 -1.858
2 C -0.629 -0.744 -0.890
3 N 0.614 -1.008 -0.560
4 N 1.608 -0.079 -0.010
5 C 1.252 0.224 1.405
6 C 0.255 1.353 1.372
7 N -0.682 1.358 0.214
8 N -1.267 0.185 -0.094
9 H -2.172 -1.451 -1.891
10 H 0.843 -1.853 -1.144
11 H 2.481 -0.661 0.020
12 H 0.812 -0.664 1.824
13 H 2.110 0.525 2.054
14 H -0.455 1.276 2.230
15 H 0.790 2.320 1.448
16 H -1.248 2.176 0.245
17 H -2.278 0.111 0.053

Output
SMILES: N=C1NNCCNN1
HOMO energy in eV: -7.7
Gap between HOMO and LUMO in Ha: 0.3169
LUMO level in eV: 0.89
Spin multiplicity: 1


Most stable: *P*


*P*
The following is a DFT calculation (ωB97M-V/def2-TZVPD) of a 2-piece molecular cluster, C2H8N2 overall.

CARTESIAN COORDINATES (ANGSTROEM)
1 N -2.778 -0.142 0.128
2 H -3.667 0.181 0.494
3 H -2.855 -1.048 -0.327
4 H -2.402 0.547 -0.521
5 C 1.884 -0.789 -0.644
6 C 1.452 0.361 -0.111
7 N 0.357 0.493 0.693
8 H 1.315 -1.677 -0.516
9 H 2.837 -0.871 -1.149
10 H 1.996 1.289 -0.261
11 H -0.201 -0.338 0.827
12 H -0.210 1.314 0.831

Output
Expectation value of S²: 0.750
Charge: -1
HOMO energy (spin up / spin down) in eV: 1.2 / -4.5
Gap between HOMO and LUMO (spin up / spin down) in Ha: 0.1131 / 0.3169
LUMO level (spin up / spin down) in eV: 4.33 / 4.14
Spin multiplicity: 2


*Q*
The following is a DFT calculation (ωB97M-V/def2-TZVPD) of an isolated ion of composition C2H8N2 and charge -1.

CARTESIAN COORDINATES (ANGSTROEM)
1 C -1.116 -1.230 -0.387
2 N -0.713 0.160 -0.272
3 C 0.669 0.301 0.243
4 N 1.089 1.573 0.647
5 H -2.164 -1.303 -0.068
6 H -1.054 -1.681 -1.387
7 H -0.535 -1.904 0.242
8 H -0.672 0.593 -1.190
9 H 1.329 -0.121 -0.550
10 H 0.799 -0.466 1.017
11 H 1.669 2.235 0.172
12 H 0.700 1.843 1.533

Output
Expectation value of S²: 0.750
Charge: -1
HOMO energy (spin up / spin down) in eV: 1.6 / -4.6
Gap between HOMO and LUMO (spin up / spin down) in Ha: 0.1088 / 0.3463
LUMO level (spin up / spin down) in eV: 4.59 / 4.82
Spin multiplicity: 2


Most stable: *P*


*P*
The following is a DFT calculation (ωB97M-V/def2-TZVPD) of an isolated ion of composition C2H6NO4S and charge -1.

CARTESIAN COORDINATES (ANGSTROEM)
1 C -1.492 -0.040 -1.098
2 C -0.877 -0.811 0.041
3 N -1.280 -0.362 1.307
4 S 0.877 -0.575 -0.136
5 O 1.563 -0.829 1.133
6 O 1.425 -1.302 -1.261
7 O 1.475 1.425 -0.437
8 O 2.650 1.490 0.348
9 H -1.587 1.031 -0.886
10 H -0.847 -0.160 -1.964
11 H -2.484 -0.428 -1.334
12 H -1.327 0.653 1.421
13 H -0.666 -0.754 2.007
14 H 2.569 0.660 0.859

Output
SMILES: CC(N)=[S@@](=O)([O-])OO
Charge: -1
HOMO energy in eV: -3.5
Gap between HOMO and LUMO in Ha: 0.2766
LUMO level in eV: 4.01
Spin multiplicity: 1


*Q*
The following is a DFT calculation (ωB97M-V/def2-TZVPD) of a 2-piece molecular cluster, C2H6NO4S overall.

CARTESIAN COORDINATES (ANGSTROEM)
1 C 0.307 0.363 1.248
2 C 2.017 1.213 -0.936
3 N 0.264 -1.025 1.532
4 O -2.237 -0.155 0.814
5 O -1.393 1.993 -0.046
6 O -1.565 -1.356 -1.328
7 O -0.920 -0.087 -1.305
8 S -1.115 0.606 0.271
9 H 1.035 1.389 -0.631
10 H 2.620 0.792 -0.116
11 H 2.005 0.688 -1.959
12 H 1.040 -1.302 2.067
13 H -0.044 -1.799 0.901
14 H -2.014 -1.319 -0.513

Output
Charge: -1
HOMO energy (spin up / spin down) in eV: -4.3 / -2.4
Gap between HOMO and LUMO (spin up / spin down) in Ha: 0.3011 / 0.2215
LUMO level (spin up / spin down) in eV: 3.86 / 3.64
Spin multiplicity: 1


Most stable: *P*


*P*
The following is a DFT calculation (ωB97M-V/def2-TZVPD) of an isolated ion of composition C4H6N5O2 and charge -1.

CARTESIAN COORDINATES (ANGSTROEM)
1 C -0.201 -2.675 -0.258
2 C -0.575 -1.232 -0.176
3 N -1.741 -0.898 0.270
4 N -1.773 0.402 0.520
5 C -0.613 0.913 0.230
6 C -0.247 2.313 0.218
7 N 0.250 -0.144 -0.189
8 N 1.546 -0.132 -0.578
9 N 2.415 0.266 0.321
10 O 2.114 0.610 1.454
11 O 3.570 0.384 -0.191
12 H -0.114 -3.133 0.696
13 H -0.688 -3.376 -0.901
14 H 0.838 -2.547 -0.688
15 H -1.033 2.798 0.675
16 H 0.635 2.640 0.725
17 H -0.181 2.635 -0.796

Output
SMILES: Cc1nnc(C)n1N=[N+]([O-])[O-]
Charge: -1
HOMO energy in eV: -4.6
Gap between HOMO and LUMO in Ha: 0.3190
LUMO level in eV: 4.03
Spin multiplicity: 1


*Q*
The following is a DFT calculation (ωB97M-V/def2-TZVPD) of a 2-piece molecular cluster, C4H6N5O2 overall.

CARTESIAN COORDINATES (ANGSTROEM)
1 C -0.818 1.257 -0.714
2 C -0.929 1.412 -2.085
3 C 0.462 0.670 -0.555
4 C 0.659 0.492 1.779
5 N 0.107 0.910 -2.760
6 N 0.651 -2.197 0.400
7 N 1.068 0.583 -1.794
8 N 1.228 0.362 0.471
9 N -0.401 -2.608 0.931
10 O -1.178 -1.953 1.687
11 O -0.623 -3.827 0.710
12 H -1.605 1.651 -0.085
13 H -1.784 1.789 -2.588
14 H -0.366 0.297 1.901
15 H 1.188 -0.245 2.503
16 H 0.641 1.615 2.079
17 H 1.701 -0.210 -1.879

Output
Charge: -1
HOMO energy (spin up / spin down) in eV: -4.3 / -4.4
Gap between HOMO and LUMO (spin up / spin down) in Ha: 0.2401 / 0.2962
LUMO level (spin up / spin down) in eV: 2.26 / 3.70
Spin multiplicity: 1


Most stable: *P*